[1]
ORCA calculation (the ωB97M-V functional and the def2-TZVPD basis) on a structure of composition C31H30Br2N2PPmS2Se3.

XYZ file:
```
72
Properties=species:S:1:pos:R:3:forces:R:3:lowdin_charge:R:1
Pm -9.69325 -11.26428 -15.90027 -0.6 1.1 2.4 0.46
Br -6.72934 -9.97423 -15.65682 -0.1 -0.3 0.3 0.56
Br -7.35932 -12.76246 -14.09492 0.0 0.4 -0.2 0.56
Se -9.96055 -10.04042 -13.20095 0.1 -0.9 -2.0 -0.18
Se -8.63220 -13.00729 -18.08464 -1.1 -0.2 0.6 0.22
Se -11.15853 -13.84278 -15.18364 0.9 0.7 -1.3 0.24
S -12.34531 -10.48571 -16.92284 0.4 -0.4 -0.7 0.66
S -9.79915 -8.52505 -16.86851 0.1 0.0 -0.6 0.59
P -10.47949 -14.04405 -17.32045 -0.1 -0.8 0.5 0.19
N -11.13552 -7.20258 -14.99987 -2.2 -1.4 -1.2 -0.10
N -13.16515 -9.16419 -14.82260 1.4 1.6 -1.4 -0.11
C -17.45931 -7.90814 -15.53811 0.0 0.0 0.2 -0.09
C -10.09336 -4.19266 -13.33490 -0.4 -0.4 -0.4 -0.05
C -14.35080 -9.99684 -14.77370 -0.3 -0.8 0.2 -0.12
C -11.13349 -8.26359 -15.89801 1.8 2.5 2.9 -0.74
C -12.43439 -6.90236 -14.31565 0.1 -0.5 -0.7 -0.08
C -16.61923 -8.78468 -17.58654 0.2 -0.1 -0.4 -0.08
C -15.67914 -9.52186 -16.87917 0.1 0.4 -0.3 -0.05
C -9.62338 -17.55652 -19.18090 0.2 0.0 0.0 -0.07
C -15.53467 -9.35725 -15.50673 0.1 -0.6 0.2 -0.19
C -10.12710 -3.66500 -12.04828 0.4 0.0 -0.2 -0.09
C -9.63394 -5.84126 -11.12446 0.2 0.0 -0.7 -0.07
C -14.29271 -14.03651 -18.83077 0.5 0.0 0.2 -0.07
C -9.86932 -16.21188 -18.90877 0.1 -0.4 -0.1 -0.11
C -14.26298 -13.01863 -19.77045 0.5 0.4 -0.1 -0.08
C -11.93151 -13.69587 -18.36206 -0.1 0.5 -0.2 -0.44
C -11.90437 -12.69563 -19.32835 0.2 -0.1 0.1 -0.16
C -13.13005 -14.35826 -18.12084 -0.5 -0.4 -0.1 -0.09
C -17.49132 -7.94335 -16.91638 -0.1 -0.1 -0.3 -0.09
C -12.23269 -9.22611 -15.81999 -2.2 -1.4 1.9 -0.72
C -9.86345 -4.48956 -10.96116 -0.2 0.2 -0.3 -0.10
C -10.07540 -18.12506 -16.91572 0.1 0.0 0.4 -0.08
C -9.72193 -18.53469 -18.18352 0.1 0.8 -0.6 -0.08
C -10.19262 -15.81542 -17.61440 0.3 -0.4 0.3 -0.42
C -9.65114 -6.38272 -12.40361 -0.4 -0.1 -0.7 -0.05
C -9.95134 -5.58225 -13.52552 0.4 0.3 0.3 -0.21
C -10.13077 -6.16530 -14.93000 0.6 0.6 -0.5 -0.14
C -10.25469 -16.78083 -16.60172 -0.2 0.1 -1.1 -0.10
C -13.05828 -12.35749 -20.01888 -0.1 -0.2 -0.1 -0.09
C -16.50487 -8.61983 -14.83340 0.5 0.1 -0.1 -0.05
C -6.45670 -11.03310 -14.02905 -0.3 -0.5 -0.5 -0.97
C -12.99689 -8.19007 -13.74066 0.2 -0.2 -0.4 -0.13
H -12.28115 -8.64018 -13.01337 -0.3 0.2 -0.2 0.06
H -16.63129 -8.84699 -18.68039 -0.1 -0.1 0.5 0.11
H -15.15758 -12.71490 -20.30265 0.0 -0.1 0.0 0.10
H -10.96672 -12.17788 -19.51225 -0.2 0.0 -0.1 0.06
H -18.20890 -7.36160 -17.47799 -0.1 0.1 0.1 0.10
H -10.21119 -3.52488 -14.20376 -0.2 -0.4 0.4 0.11
H -14.58569 -10.05508 -13.69489 0.0 -0.4 -0.5 0.14
H -9.46738 -19.56725 -18.39351 -0.2 0.1 0.0 0.10
H -5.41093 -11.28639 -14.03639 0.2 0.3 0.3 -0.01
H -14.07153 -10.99495 -15.20033 -0.5 0.8 0.6 0.11
H -9.21330 -6.57134 -15.37851 -0.1 0.0 0.4 0.09
H -9.31191 -17.83009 -20.18188 -0.1 -0.1 0.0 0.10
H -12.97864 -11.58783 -20.77290 -0.2 0.1 0.0 0.11
H -9.81260 -4.05707 -9.99185 -0.1 0.3 0.7 0.09
H -9.48352 -7.45074 -12.53803 -0.1 0.1 -0.1 0.00
H -12.22527 -6.20267 -13.52065 0.0 0.2 0.1 0.12
H -10.44347 -5.34322 -15.61554 0.2 -0.3 0.4 0.14
H -18.16336 -7.32053 -14.98502 -0.3 0.3 0.1 0.10
H -10.33708 -2.60625 -11.90066 0.2 -0.2 0.0 0.10
H -13.15704 -6.44688 -15.03917 0.5 -0.2 0.5 0.15
H -13.98921 -8.03369 -13.30690 0.3 0.2 0.1 0.12
H -9.77660 -15.46996 -19.70192 0.0 -0.2 0.1 0.10
H -9.41643 -6.49095 -10.29238 0.0 0.0 0.2 0.11
H -16.49772 -8.56915 -13.75760 0.1 0.0 0.3 0.11
H -15.02616 -10.18363 -17.42155 0.2 -0.1 0.0 0.07
H -10.19504 -18.86082 -16.13739 0.1 -0.1 0.2 0.10
H -6.87191 -10.48013 -13.19310 0.0 0.0 -0.1 -0.02
H -15.21687 -14.57202 -18.65852 0.1 -0.1 0.1 0.10
H -10.48495 -16.49762 -15.60030 -0.1 0.2 0.5 0.04
H -13.16896 -15.15803 -17.38717 0.0 0.1 0.0 0.10
```
Positions in Å, forces in eV/Å.

Its orbital gap (alpha / beta) is 4.86 / 4.61 eV. Its expectation value of S² is 6.03. The net charge is 0. The spin multiplicity is 5. The LUMO energy (alpha / beta) comes out at -1.38 / -1.49 eV.

---

[2]
ORCA calculation (the ωB97M-V functional and the def2-TZVPD basis) on a structure of composition C31H30BrN4OPdS.

XYZ file:
```
69
Properties=species:S:1:pos:R:3:forces:R:3:nbo_charge:R:1
Pd -0.01976 -1.36361 -2.86119 -0.1 -0.1 0.0 1.11
Br -2.85534 -1.53340 -2.38085 0.0 0.1 0.0 0.13
S -0.30628 -3.89236 -3.07142 0.1 0.0 0.0 0.32
O -0.23622 -1.35401 -0.74122 0.0 0.0 0.0 -0.60
N 2.06432 -1.34925 -2.64823 0.0 0.0 0.0 -0.54
N 6.77479 6.02121 -0.66372 0.0 0.0 0.0 -0.27
N -1.27302 -4.45032 -0.49446 0.0 0.0 0.0 -0.18
N -0.01612 0.70172 -3.07755 0.0 0.0 0.0 -0.56
C 3.95927 3.95753 -0.54264 0.0 0.0 0.0 -0.17
C 5.09895 4.16156 -1.31640 0.0 0.0 0.0 -0.15
C 3.05961 2.96803 -0.89732 0.0 0.0 0.0 -0.14
C -1.24814 -1.23841 -0.00510 0.0 0.0 0.0 0.33
C -3.51055 -1.05212 1.68950 0.0 0.0 0.0 0.15
C 1.05898 1.52942 -2.77628 0.0 0.0 0.0 -0.03
C 4.44320 2.37296 -2.77706 0.0 0.0 0.0 -0.19
C 0.65550 2.87017 -3.00505 0.0 0.0 0.0 -0.17
C 2.84469 -2.40424 -2.42238 0.0 0.0 0.0 0.02
C 3.29895 2.16801 -2.01138 0.0 0.0 0.0 -0.09
C 2.32864 1.09990 -2.37958 0.0 0.0 0.0 0.24
C -2.20938 -0.96186 2.20340 0.0 0.0 0.0 -0.22
C 1.04270 0.29027 1.35926 0.0 0.0 0.0 -0.61
C -2.59720 -1.29985 -0.51595 0.0 0.0 0.0 -0.01
C 1.12997 -2.20310 1.74742 0.0 0.0 0.0 -0.60
C -1.02493 1.48561 -3.45686 0.0 0.0 0.0 0.03
C -3.68050 -1.21950 0.29066 0.0 0.0 0.0 -0.28
C -5.60082 0.22118 2.10711 0.0 0.0 0.0 -0.60
C 0.28574 -0.67998 3.51571 0.0 0.0 0.0 -0.60
C 4.10148 -2.01615 -1.93115 0.0 0.0 0.0 -0.31
C 6.03193 5.19542 -0.95488 0.0 0.0 0.0 0.26
C 2.79122 -0.21780 -2.29801 0.0 0.0 0.0 -0.03
C -5.54848 -2.27647 2.39776 0.0 0.0 0.0 -0.60
C -0.65270 2.83954 -3.43590 0.0 0.0 0.0 -0.32
C -1.07619 -1.04155 1.42761 0.0 0.0 0.0 0.16
C 5.33902 3.37164 -2.43780 0.0 0.0 0.0 -0.15
C 4.06763 -0.64131 -1.84580 0.0 0.0 0.0 -0.17
C -4.40420 -0.79451 4.04363 0.0 0.0 0.0 -0.61
C -0.87195 -4.22265 -1.56289 0.1 0.0 0.0 -0.04
C -4.74620 -0.97368 2.56484 0.0 0.0 0.0 -0.09
C 0.32788 -0.91374 2.00330 0.0 0.0 0.0 -0.13
H -4.67432 -1.28460 -0.12933 0.0 0.0 0.0 0.24
H 4.91740 -2.67360 -1.68250 0.0 0.0 0.0 0.24
H 2.09751 -2.11613 2.24365 0.0 0.0 0.0 0.22
H 3.78421 4.57547 0.32712 0.0 0.0 0.0 0.24
H -5.32901 -0.74907 4.61821 0.0 0.0 0.0 0.23
H 4.62396 1.75533 -3.64715 0.0 0.0 0.0 0.23
H 2.16849 2.80651 -0.30432 0.0 0.0 0.0 0.22
H 4.85634 0.00794 -1.50370 0.0 0.0 0.0 0.24
H -0.24108 0.24026 3.77541 0.0 0.0 0.0 0.21
H -1.27400 3.67329 -3.71626 0.0 0.0 0.0 0.24
H 6.22323 3.54314 -3.03582 0.0 0.0 0.0 0.24
H -1.98240 1.06935 -3.73221 0.0 0.0 0.0 0.21
H -5.87842 -2.43021 1.36990 0.0 0.0 0.0 0.21
H 0.48117 1.21164 1.53078 0.0 0.0 0.0 0.21
H 1.18681 0.15706 0.28863 0.0 0.0 0.0 0.23
H -5.05130 1.15848 2.20647 0.0 0.0 0.0 0.22
H 0.61479 -3.07195 2.16107 0.0 0.0 0.0 0.22
H 2.02460 0.40419 1.82174 0.0 0.0 0.0 0.22
H -0.17662 -1.51432 4.04638 0.0 0.0 0.0 0.21
H 1.30743 -0.58660 3.88284 0.0 0.0 0.0 0.23
H -5.92896 0.12349 1.07179 0.0 0.0 0.0 0.21
H -2.09585 -0.82154 3.26518 0.0 0.0 0.0 0.24
H -4.95941 -3.14259 2.70273 0.0 0.0 0.0 0.22
H 2.49995 -3.41039 -2.61508 0.0 0.0 0.0 0.20
H -3.85918 0.13314 4.22709 0.0 0.0 0.0 0.22
H -6.43851 -2.23208 3.02618 0.0 0.0 0.0 0.23
H 1.30633 -2.37257 0.68799 0.0 0.0 0.0 0.22
H 1.28197 3.73880 -2.88760 0.0 0.0 0.0 0.24
H -6.49320 0.28308 2.73069 0.0 0.0 0.0 0.23
H -3.81838 -1.62986 4.43096 0.0 0.0 0.0 0.22
```
Positions in Å, forces in eV/Å.

Its orbital gap (alpha / beta) is 6.95 / 3.33 eV. Its expectation value of S² is 6.05. The net charge is +1. The spin multiplicity is 5. The LUMO energy (alpha / beta) comes out at -3.61 / -7.23 eV.

---

DFT total energy
In order: -15407.33169, -4593.29863
Unit: a.u.
Relative energy (zero: lowest compared OMol25 entry of this formula, charge and spin)
In order: 0.000, 1.139
Unit: eV